ORCA calculation (ωB97M-V with the def2-TZVPD basis set) on C53H43BrP2SiTi as an isolated structure in a non-equilibrium geometry.

Properties
2S+1 = 1
HOMO-LUMO gap = 6.548 eV
E_tot = -175259.146 eV
Total charge = +2
Lowest unoccupied orbital energy = -6.57 eV
HOMO level = -13.121 eV

The geometry in XYZ format:
```
101
Properties=species:S:1:pos:R:3:forces:R:3:lowdin_charge:R:1
Ti 0.2619 -0.5826 0.2502 1.687 -1.098 -0.239 0.638
C -2.2587 -1.0201 3.4988 0.538 0.000 -0.669 -0.176
Si -1.6602 -0.0660 1.9310 -1.054 0.723 0.514 0.647
C -1.2352 1.6339 2.7065 0.207 -0.545 -0.456 -0.302
C -2.1516 2.3402 3.4766 -0.070 0.089 0.068 -0.079
C -1.7841 3.4880 4.1562 -0.120 -0.053 0.007 -0.039
C -0.4823 3.9596 4.0882 0.064 0.020 -0.024 -0.039
C 0.4458 3.2797 3.3242 -0.018 0.007 0.052 -0.090
C 0.0713 2.1219 2.6430 0.087 -0.064 -0.101 -0.413
P 1.3124 1.2949 1.6046 -0.166 0.971 0.830 1.069
C 1.9984 2.7080 0.6565 -0.122 -0.140 -0.076 -0.328
C 1.1075 3.7110 0.2709 0.015 -0.048 0.224 -0.131
C 1.5282 4.7420 -0.5467 0.067 0.095 -0.058 -0.056
C 2.8455 4.8047 -0.9713 -0.012 -0.021 0.080 -0.051
C 3.7503 3.8480 -0.5407 0.014 0.015 -0.068 -0.054
C 3.3279 2.7927 0.2482 -0.043 -0.081 0.163 -0.072
C 2.6350 0.7590 2.7491 -0.112 -0.282 -0.279 -0.335
C 3.7992 0.1977 2.2171 -0.076 0.101 -0.040 -0.134
C 4.7920 -0.2829 3.0516 0.041 -0.055 -0.056 -0.055
C 4.6152 -0.2490 4.4251 -0.014 0.038 0.028 -0.049
C 3.4518 0.2797 4.9611 0.024 -0.037 0.044 -0.052
C 2.4631 0.7858 4.1333 -0.139 0.073 -0.180 -0.076
C -3.2330 -0.0730 0.8075 0.749 -0.143 0.132 -0.349
C -4.4174 0.5479 1.1875 -0.029 0.028 0.058 -0.075
C -5.5813 0.3987 0.4516 0.058 0.027 0.089 -0.038
C -5.5787 -0.3675 -0.7011 0.010 -0.020 -0.071 -0.039
C -4.4105 -0.9823 -1.1131 -0.034 -0.027 0.002 -0.099
C -3.2411 -0.8333 -0.3697 0.066 -0.138 -0.044 -0.435
P -1.7201 -1.6768 -0.9201 -1.413 0.348 -0.815 1.038
C -1.3028 -1.0852 -2.6055 0.332 -0.062 0.257 -0.385
C -2.1367 -0.3007 -3.3925 0.003 -0.031 0.034 -0.092
C -1.7165 0.1038 -4.6492 -0.074 -0.036 0.052 -0.049
C -0.4747 -0.2781 -5.1298 0.075 -0.016 0.015 -0.046
C 0.3608 -1.0656 -4.3527 0.058 -0.057 0.006 -0.053
C -0.0431 -1.4544 -3.0887 -0.278 -0.146 0.036 -0.147
C -2.3133 -3.3635 -1.3270 0.325 -0.168 0.400 -0.347
C -1.6982 -4.1107 -2.3319 -0.002 0.139 -0.006 -0.092
C -2.1858 -5.3596 -2.6697 0.059 -0.035 -0.031 -0.052
C -3.2856 -5.8812 -2.0110 -0.022 0.038 0.050 -0.047
C -3.8828 -5.1566 -0.9927 -0.056 -0.079 0.045 -0.050
C -3.3927 -3.9117 -0.6348 0.146 0.117 0.021 -0.090
H -3.1439 -0.5248 3.8902 -0.145 0.245 -0.124 0.039
H -1.5198 -1.0102 4.2948 0.180 0.030 0.073 0.033
H -2.5372 -2.0483 3.2969 -0.071 -0.218 -0.090 0.024
H -3.1689 1.9917 3.5479 -0.170 -0.017 0.122 0.091
H -2.5158 4.0126 4.7477 -0.118 0.112 0.084 0.117
H -0.2023 4.8565 4.6197 0.049 0.052 0.041 0.119
H 1.4595 3.6464 3.2439 0.083 0.067 0.033 0.125
H 0.0897 3.7052 0.6387 0.034 -0.001 -0.091 0.083
H 0.8297 5.5102 -0.8401 -0.089 0.084 -0.028 0.118
H 3.1703 5.6131 -1.6059 0.061 0.122 -0.067 0.115
H 4.7936 3.9268 -0.8081 0.065 -0.027 -0.077 0.117
H 4.0593 2.0675 0.5662 0.020 -0.042 0.013 0.091
H 3.9317 0.1397 1.1432 0.036 -0.010 0.053 0.081
H 5.7011 -0.6913 2.6341 0.048 -0.025 -0.039 0.118
H 5.3873 -0.6308 5.0727 0.082 -0.051 0.115 0.117
H 3.3111 0.2929 6.0303 -0.012 0.048 0.122 0.117
H 1.5618 1.2021 4.5630 -0.004 -0.015 0.016 0.107
H -4.4390 1.1521 2.0792 -0.080 0.068 0.172 0.092
H -6.4952 0.8568 0.7943 -0.101 0.125 -0.002 0.119
H -6.4848 -0.4877 -1.2728 -0.102 -0.042 -0.078 0.119
H -4.4168 -1.6014 -1.9994 -0.015 -0.036 -0.071 0.120
H -3.1036 0.0080 -3.0223 -0.019 0.051 -0.017 0.097
H -2.3673 0.7172 -5.2524 -0.060 0.063 -0.088 0.118
H -0.1563 0.0392 -6.1096 0.037 0.028 -0.138 0.117
H 1.3274 -1.3736 -4.7211 0.098 0.006 -0.074 0.119
H 0.6204 -2.0646 -2.4747 -0.065 0.104 -0.146 0.098
H -0.8491 -3.7174 -2.8723 -0.048 -0.019 -0.046 0.095
H -1.7107 -5.9236 -3.4566 0.058 -0.048 -0.101 0.117
H -3.6728 -6.8470 -2.2936 -0.066 -0.106 -0.002 0.117
H -4.7414 -5.5598 -0.4802 -0.094 -0.042 0.098 0.116
H -3.8670 -3.3565 0.1628 -0.061 0.006 0.018 0.111
C 0.3385 -3.8680 0.4354 0.050 -0.127 0.058 -0.089
C -0.3749 -3.6907 1.6153 0.053 -0.080 0.098 -0.063
C 0.1675 -2.9412 2.6512 -0.121 -0.121 -0.048 -0.076
C 1.4182 -2.3509 2.5097 0.130 0.104 0.011 -0.070
C 2.1367 -2.5314 1.3307 0.078 0.011 0.005 -0.123
C 1.5914 -3.2818 0.2865 0.031 -0.002 -0.148 -0.092
H -0.0423 -4.5300 -0.3306 -0.051 0.123 -0.028 0.113
H -1.3238 -4.1916 1.7483 -0.078 0.019 -0.023 0.126
H -0.3396 -2.8861 3.6010 -0.104 0.095 0.015 0.110
H 1.8750 -1.8386 3.3466 -0.006 0.091 -0.042 0.116
H 3.1719 -2.2143 1.2942 -0.130 0.169 -0.097 0.110
H 2.1895 -3.5106 -0.5892 -0.050 0.123 -0.002 0.128
Br -1.3133 1.7665 -0.9042 0.501 -0.349 0.037 1.059
C 0.0170 2.1429 -2.2332 -0.150 -0.100 0.056 -0.510
C -0.2189 3.1201 -3.1578 -0.084 -0.215 0.329 -0.091
C 0.7786 3.4191 -4.0974 0.139 -0.091 0.002 -0.039
C 1.9649 2.7402 -4.0683 -0.039 0.096 -0.086 -0.003
C 2.2108 1.7268 -3.1177 -0.539 0.009 0.266 -0.155
C 3.4476 1.0531 -3.0755 0.058 -0.181 0.277 0.006
C 3.6681 0.0893 -2.1349 0.144 0.027 -0.193 -0.043
C 2.6548 -0.2584 -1.2240 -0.344 -0.244 0.324 -0.137
C 1.4131 0.3495 -1.2105 0.117 0.182 0.066 -0.271
C 1.2026 1.3850 -2.1661 -0.005 0.341 -0.144 -0.227
H -1.1530 3.6580 -3.1566 -0.112 0.094 -0.008 0.117
H 0.6022 4.1958 -4.8254 0.004 0.041 -0.077 0.120
H 2.7438 2.9751 -4.7791 0.063 0.029 -0.071 0.126
H 4.2193 1.3329 -3.7752 0.112 -0.006 -0.116 0.129
H 4.6191 -0.4168 -2.0793 0.125 -0.058 -0.034 0.117
H 2.9055 -1.0374 -0.5050 -0.095 0.059 -0.103 0.067
```
Positions in Å, forces in eV/Å.